(1)
Entry from OMol25: a 4-piece molecular cluster, C24H42F3N3O14PS3 overall in a non-equilibrium geometry (wB97M-V/def2-TZVPD).

Positions of all 90 atoms, in Å:
H: 2.151 2.217 1.878
H: -2.197 2.016 -3.565
C: 3.317 0.464 2.054
H: -5.550 3.914 3.551
H: -1.079 -2.392 -2.944
O: -2.115 1.223 0.620
H: 7.810 2.817 3.595
C: 2.003 1.175 2.151
H: 8.147 1.085 3.811
C: 2.748 0.999 -5.983
H: -4.529 -5.989 0.319
H: -6.776 2.727 1.168
H: 9.664 5.522 0.361
H: 10.347 4.368 -0.832
C: -1.183 -0.884 0.085
H: 1.650 1.171 3.183
C: 2.140 -1.232 -2.858
C: -5.220 -5.771 1.130
O: 11.416 2.543 0.987
H: 9.409 1.075 1.638
O: -5.548 1.222 1.876
H: 3.279 2.863 -5.045
H: 2.444 -2.115 -3.414
H: 1.551 2.679 -5.320
H: -4.248 1.574 -2.716
C: -1.104 -4.003 -0.245
H: -4.867 0.409 0.161
H: 2.988 -0.778 -2.352
N: -1.907 -0.527 -2.497
O: 0.484 -0.686 -4.824
H: -2.153 -0.404 -3.476
H: -5.311 -7.784 1.888
N: -1.842 -4.847 0.014
O: -8.136 -6.076 2.381
C: 8.673 1.844 1.877
C: -1.301 -1.666 -2.175
H: 3.715 0.820 -6.445
H: -4.021 -6.783 2.587
C: -8.935 -5.208 0.061
H: -9.033 -6.229 -0.297
O: 10.667 4.209 2.658
S: -7.737 -5.176 1.347
H: 1.425 -0.195 0.580
C: 0.966 0.535 1.243
H: -9.871 -4.871 0.500
O: 9.031 3.073 1.203
C: 2.535 2.476 -5.740
H: -8.622 -4.538 -0.734
C: 8.514 2.015 3.374
H: -3.224 -0.136 1.767
F: 5.602 0.437 1.634
C: -1.854 0.294 -0.300
H: 11.432 5.358 0.185
H: -5.700 -6.561 3.089
O: 2.790 0.219 -4.748
C: 4.514 1.020 2.073
S: 1.457 -0.052 -3.976
H: 9.459 2.266 3.851
H: -3.686 3.735 -1.298
C: -2.190 0.474 -1.637
C: -0.932 -1.855 -0.866
O: -7.402 -3.821 1.672
C: -5.055 -6.786 2.241
H: 0.445 1.295 0.664
N: -2.810 3.292 -1.544
O: -1.126 -2.075 2.096
C: -5.331 3.623 2.529
C: -0.749 -1.098 1.522
O: 1.060 1.110 -3.233
C: 10.478 4.838 0.138
H: 2.619 3.012 -6.685
H: 7.729 1.546 1.432
H: -3.111 1.479 2.401
H: -5.457 4.476 1.867
H: -4.274 3.363 2.484
F: 4.761 2.216 2.541
F: 3.251 -0.870 1.863
H: -6.950 2.250 2.848
O: -6.534 -5.803 0.522
H: 1.987 0.578 -6.641
O: -0.004 -0.153 2.083
O: -0.265 -3.029 -0.523
C: -4.591 1.220 0.845
C: -6.222 2.462 2.071
H: -5.008 -4.759 1.480
H: 1.371 -1.486 -2.135
S: 10.525 3.592 1.377
C: -3.247 0.919 1.483
H: -4.577 2.167 0.303
P: -2.952 2.004 -2.378

For the largest force on an atom, the calculation gives 0.0219 hartree/bohr. The value obtained for the molar mass is 780.78 Da. The total energy is -108638.293 eV. Its orbital gap is 0.2477 Ha. The calculation puts the LUMO energy at -5.24 eV. The total charge is +1.

Here are the Mulliken charges for atoms 1 to 5, given in e: atom 1 (H): 0.34, atom 2 (H): 0.09, atom 3 (C): 0.24, atom 4 (H): 0.31, atom 5 (H): 0.39

(2)
Entry from OMol25: a 4-piece molecular cluster, C21H26FN4O2 overall in a non-equilibrium geometry (wB97M-V/def2-TZVPD).

Positions of all 54 atoms, in Å:
C: -1.768 -5.581 -0.313
H: 2.610 1.669 -7.322
C: -2.117 0.885 -0.214
H: -0.969 -3.717 0.515
H: -0.021 5.692 4.278
O: -2.747 1.578 -2.630
H: 0.000 -2.636 2.615
C: -0.328 -5.669 1.410
C: 4.350 1.999 -5.960
C: -2.373 -1.046 1.406
C: 3.152 1.501 -6.405
H: -0.987 1.709 3.403
N: -1.055 -0.846 1.855
H: 0.192 -1.056 3.544
H: 4.984 2.686 -6.497
H: -3.029 -1.845 1.821
H: -0.108 3.117 -0.103
H: -1.975 -7.680 -0.425
N: -1.555 -6.887 0.027
C: -2.649 1.866 -1.288
C: -0.683 -6.949 1.079
O: -2.960 2.972 -0.915
H: -3.992 -0.328 -0.004
H: 0.350 -5.388 2.201
C: -2.944 -0.200 0.369
C: 4.590 1.440 -4.679
H: 1.336 4.067 5.976
C: 0.654 3.765 5.197
N: 2.656 0.667 -5.439
C: -0.806 3.815 3.487
H: 3.323 0.012 -3.519
C: 3.531 0.621 -4.385
H: 0.837 0.193 1.726
C: 0.314 2.474 4.888
C: 0.458 1.754 -1.827
C: -1.016 -4.796 0.525
H: -0.391 -7.898 1.499
H: 1.521 1.870 -2.155
H: 0.624 1.535 5.318
N: -0.572 2.511 3.841
H: -2.499 2.419 -3.071
C: -0.056 4.615 4.309
H: -1.418 -1.934 3.610
H: 1.787 0.167 -5.495
H: 5.445 1.617 -4.045
C: -0.520 -1.713 2.968
F: 1.551 1.896 0.327
C: 0.277 2.072 -0.271
H: 0.069 0.712 -2.017
C: -0.728 0.994 0.290
C: -0.210 0.108 1.342
H: -2.434 -5.323 -1.121
H: -1.482 4.058 2.682
H: -0.217 2.440 -2.410

For the largest force on an atom, the calculation gives 0.0633 hartree/bohr. The value obtained for the molar mass is 385.46 Da. The total energy is -34962.699 eV. Its orbital gap is 0.1889 Ha. The calculation puts the LUMO energy at -4.97 eV. The total charge is +1.

Here are the Mulliken charges for atoms 1 to 5, given in e: atom 1 (C): -0.87, atom 2 (H): 0.38, atom 3 (C): 0.94, atom 4 (H): 0.40, atom 5 (H): 0.41

(3)
Entry from OMol25: a 2-piece molecular cluster, ClH3NO2P overall in a non-equilibrium geometry (wB97M-V/def2-TZVPD).

Positions of all 8 atoms, in Å:
O: -1.752 -0.039 0.936
P: -1.589 1.314 0.241
O: 1.223 0.503 -0.669
H: 1.492 -1.259 0.019
Cl: -0.966 2.482 1.743
H: 0.725 -1.208 -1.612
N: 0.858 -0.822 -0.660
H: 0.009 -0.971 0.003

For the largest force on an atom, the calculation gives 0.0648 hartree/bohr. The value obtained for the molar mass is 115.46 Da. The total energy is -27443.050 eV. Its orbital gap is 0.3115 Ha. The calculation puts the LUMO energy at -0.67 eV. For the energy above the lowest of the compared OMol25 structures with the same formula, charge and spin, the calculation gives 87.6 kcal per mole. As for the SMILES: [NH3+][O-].O=PCl.

Here are the Mulliken charges for atoms 1 to 5, given in e: atom 1 (O): -0.51, atom 2 (P): 0.59, atom 3 (O): -0.62, atom 4 (H): 0.32, atom 5 (Cl): -0.15

(4)
Entry from OMol25: C3H4O5Tb as an isolated structure in a non-equilibrium geometry (wB97M-V/def2-TZVPD).

Positions of all 13 atoms, in Å:
O: -0.909 0.734 -2.090
O: 1.196 0.576 -1.315
C: 0.016 0.017 -1.674
O: -1.761 -0.415 1.104
C: 1.383 1.900 -0.933
O: -0.188 2.207 0.868
H: -2.487 0.075 1.493
O: -0.157 -1.168 -1.256
H: 1.912 2.475 -1.693
C: 0.867 2.529 0.144
Tb: -1.943 -2.343 0.011
H: -0.753 1.003 0.766
H: 1.339 3.494 0.386

For the largest force on an atom, the calculation gives 0.0980 hartree/bohr. The value obtained for the molar mass is 278.99 Da. The total energy is -35844.294 eV. As for the expectation value of S²: 15.777. The multiplicity is 8. Its orbital gap (spin up / spin down) is 0.2128 / 0.1752 Ha. The calculation puts the LUMO energy (spin up / spin down) at -1.12 / -2.14 eV. For the energy above the lowest of the compared OMol25 structures with the same formula, charge and spin, the calculation gives 40.5 kcal per mole.

Here are the Mulliken charges for atoms 1 to 5, given in e: atom 1 (O): -0.65, atom 2 (O): -0.32, atom 3 (C): 0.78, atom 4 (O): -0.91, atom 5 (C): -0.35

(5)
Entry from OMol25: one molecule with the formula C9H8O3 in a non-equilibrium geometry (wB97M-V/def2-TZVPD).

Positions of all 20 atoms, in Å:
O: 1.556 -1.274 -1.925
O: -2.612 0.184 2.651
H: -1.235 1.910 1.397
C: 2.705 -0.494 -1.910
O: -1.601 -2.226 -0.775
C: -1.579 -0.154 0.648
C: -1.302 -1.016 -0.376
H: 3.418 1.239 -0.918
H: -3.077 -1.480 1.587
H: 3.529 -0.674 -2.579
H: 0.848 0.580 1.637
H: -2.470 -2.608 -0.598
H: 1.034 2.130 1.073
C: 0.736 -0.620 -1.113
C: 0.618 1.146 0.758
H: -1.077 1.821 -0.322
C: 2.620 0.479 -1.001
C: 1.247 0.413 -0.427
C: -0.908 1.181 0.521
C: -2.450 -0.538 1.672

For the largest force on an atom, the calculation gives 0.1046 hartree/bohr. The value obtained for the molar mass is 164.16 Da. The total energy is -15599.519 eV. Its orbital gap (spin up / spin down) is 0.3178 / 0.3178 Ha. The calculation puts the LUMO energy (spin up / spin down) at -0.02 / -0.02 eV. For the energy above the lowest of the compared OMol25 structures with the same formula, charge and spin, the calculation gives 122.2 kcal per mole.

Here are the Mulliken charges for atoms 1 to 5, given in e: atom 1 (O): -0.36, atom 2 (O): -0.52, atom 3 (H): 0.30, atom 4 (C): -0.29, atom 5 (O): -0.43

Which formula does entry 3 have? ClH3NO2P